DFT (ωB97M-V with the def2-TZVPD basis set) results for a molecular structure, C5H7N at a distorted geometry.

Summary:
Total charge = 0
Maximum force = 4.874 eV/A
Energy relative to the best compared isomer or geometry (same formula, charge and spin) = 169.81 kcal/mol
E_tot = -6781.149 eV

```
13
Properties=species:S:1:pos:R:3:forces:R:3
C -1.6018 1.6172 -1.4474 -0.83 1.35 -2.79
C -2.1786 1.3345 0.9360 -1.72 -0.92 0.35
C -1.0936 0.4321 0.7339 2.47 0.26 -1.47
C -0.8839 0.8800 -0.5257 -0.65 -1.87 2.91
C 1.5193 -0.9121 -0.9829 2.39 4.19 0.68
N -2.4479 1.7839 -0.4538 0.13 0.69 -0.99
H -3.1263 0.9880 1.3508 0.19 0.01 0.12
H -1.8649 2.2523 1.3542 0.26 0.94 1.15
H -0.3317 -0.0672 1.2754 0.06 -0.44 0.75
H 2.5487 -0.7262 -1.4191 -0.95 -1.26 0.28
H 1.6991 -0.6470 0.1257 -0.83 -0.88 -1.64
H 0.9824 -1.7631 -1.2631 -0.31 -1.50 -0.04
H 1.0503 -0.0277 -1.4871 -0.23 -0.58 0.68
```
Forces are in eV/Å.

DFT (ωB97M-V with the def2-TZVPD basis set) results for a molecular structure, C41H36FeN8O3S4 at a distorted geometry.

Summary:
Total charge = -2
Maximum force = 1.408 eV/A
Energy relative to the best compared isomer or geometry (same formula, charge and spin) = 37.41 kcal/mol
E_tot = -138890.155 eV
⟨S²⟩ = 6.2155
Multiplicity = 5

```
93
Properties=species:S:1:pos:R:3:forces:R:3
Fe -0.5516 0.4272 -0.2586 0.07 0.13 -1.40
C 3.5995 -0.0776 0.1705 0.07 0.07 -0.14
C 2.3177 0.5500 -0.2832 0.11 0.06 0.09
N 1.3324 0.5910 0.5668 0.17 0.13 0.29
N 1.5727 0.2440 1.8194 -0.23 -0.21 0.28
C 0.5641 0.5885 2.7621 0.85 -0.01 0.04
S -2.1471 1.0602 3.1756 0.28 0.10 0.06
S 0.7531 -0.6831 4.1428 -0.11 0.35 0.09
C 2.5634 -0.8244 4.2129 -0.12 -0.08 -0.13
C 3.2651 0.3543 4.8285 -0.13 0.03 0.04
C 3.2064 0.5813 6.2024 0.02 -0.02 -0.02
C 3.8101 1.6957 6.7653 0.01 -0.01 0.02
C 4.4829 2.6050 5.9571 -0.05 -0.01 -0.06
C 4.5419 2.3893 4.5865 -0.02 -0.05 0.05
C 3.9393 1.2689 4.0269 0.04 0.07 -0.03
C 2.1491 1.1543 -1.6024 -0.34 0.00 -0.08
C 3.2022 1.3298 -2.4232 0.14 0.10 -0.13
C 3.1605 2.1364 -3.6383 0.13 -0.04 0.10
C 2.0626 2.7597 -4.0571 -0.23 0.04 0.01
C 0.7479 2.5271 -3.3970 0.02 -0.15 0.03
C 0.7616 1.6567 -2.0744 -0.10 -0.28 -0.02
O -0.0384 2.1487 -1.0856 -0.07 -0.24 -0.17
H 4.1439 0.5587 0.8790 -0.01 -0.05 -0.05
H 3.3391 -1.0062 0.6884 0.03 0.06 0.02
H 4.2519 -0.3169 -0.6682 -0.01 0.00 0.07
H 2.7251 -1.7251 4.8071 0.04 -0.04 -0.02
H 2.8713 -0.9897 3.1810 0.12 -0.04 0.08
H 2.6568 -0.1166 6.8272 0.02 0.04 -0.01
H 3.7447 1.8644 7.8353 0.01 -0.01 -0.04
H 4.9392 3.4877 6.3901 0.00 -0.02 0.00
H 5.0425 3.1053 3.9453 -0.01 -0.01 0.00
H 3.9485 1.1144 2.9534 -0.04 0.00 0.08
H 4.1707 0.9394 -2.1376 -0.01 0.05 -0.02
H 4.0923 2.2767 -4.1770 0.03 0.00 0.02
H 2.0921 3.4276 -4.9135 0.03 -0.07 -0.02
H 0.1952 3.4548 -3.2467 -0.02 0.03 0.09
C -5.0880 -4.7963 -1.1572 0.08 0.14 0.01
C -3.6267 -4.4194 -1.2020 -0.04 -0.01 0.00
C -3.0348 -3.9893 -2.3895 0.04 0.01 0.01
C -1.7263 -3.5351 -2.4111 0.04 -0.06 0.05
C -0.9923 -3.5160 -1.2293 -0.09 0.06 -0.03
C -1.5520 -3.9747 -0.0483 0.01 0.01 0.00
C -2.8649 -4.4225 -0.0398 -0.07 -0.06 -0.01
S 0.6320 -2.7860 -1.1931 0.20 0.24 0.18
O 1.4496 -3.5404 -2.1177 -0.01 0.00 -0.26
O 1.0319 -2.8077 0.1932 0.02 -0.04 0.04
N 0.4114 -1.2648 -1.5995 -0.21 0.14 -0.28
C 0.3898 -0.7783 -2.8907 -0.03 -0.08 0.12
C 0.6501 -1.3727 -4.0964 0.01 0.02 0.09
C 0.7031 -0.5483 -5.2890 -0.04 -0.14 0.08
C 0.3683 0.7479 -5.3220 0.06 0.07 0.04
C -0.1163 1.4077 -4.0681 0.04 -0.01 0.15
N 0.0320 0.5663 -2.8673 0.22 0.18 -0.01
H -5.4714 -5.0089 -2.1573 0.00 -0.02 0.04
H -5.6681 -3.9636 -0.7444 0.02 -0.09 -0.04
H -5.2611 -5.6664 -0.5204 0.01 0.01 -0.03
H -3.6199 -3.9769 -3.3044 0.01 0.00 0.03
H -1.2821 -3.1625 -3.3274 -0.03 -0.01 0.05
H -0.9632 -3.9372 0.8614 -0.07 0.03 -0.06
H -3.3202 -4.7318 0.8970 0.05 0.03 -0.05
H 0.9330 -2.4120 -4.1345 -0.04 -0.02 -0.01
H 1.0420 -1.0280 -6.2047 -0.01 0.03 0.02
H 0.4414 1.3403 -6.2300 0.03 -0.06 0.06
H -1.1576 1.7400 -4.1798 -0.05 0.01 0.00
S -2.8037 -0.5414 -0.4514 0.18 0.35 0.18
C -2.3543 -1.0260 1.1496 -0.33 0.05 -0.32
N -3.0147 -1.8068 1.9127 0.15 -0.04 0.38
N -2.3727 -2.1712 3.0943 -0.13 0.04 0.00
C -3.1087 -2.3104 4.2460 -0.02 -0.08 -0.14
C -2.4587 -2.6349 5.4488 -0.02 0.08 0.04
C -3.1836 -2.7868 6.6175 -0.02 0.01 -0.09
C -4.5689 -2.6356 6.6277 0.07 0.00 -0.04
C -5.2112 -2.3258 5.4343 0.08 -0.01 0.00
C -4.5025 -2.1666 4.2524 -0.08 0.05 0.01
N -1.0413 -0.5395 1.3937 0.18 0.05 1.15
N -0.8869 0.3578 2.3708 -0.57 -0.44 -0.26
C 0.7668 2.0385 3.2695 -0.41 -0.09 -0.14
C 0.6493 2.4168 4.6043 0.06 -0.04 -0.07
C 0.8949 3.7264 4.9926 0.03 0.05 -0.02
C 1.2514 4.6845 4.0512 0.01 -0.07 0.07
C 1.3377 4.3228 2.7142 -0.01 -0.12 -0.05
C 1.0938 3.0108 2.3235 -0.08 0.06 0.02
H -1.3880 -1.9588 3.1927 0.07 -0.03 -0.01
H -1.3783 -2.7332 5.4520 -0.04 -0.01 0.00
H -2.6582 -3.0202 7.5372 0.00 0.00 -0.02
H -5.1286 -2.7433 7.5482 -0.01 -0.01 0.00
H -6.2867 -2.1847 5.4284 0.01 -0.02 -0.04
H -4.9982 -1.9002 3.3276 0.04 -0.02 0.07
H 0.3658 1.6796 5.3429 0.01 -0.01 -0.03
H 0.8022 3.9996 6.0390 0.03 -0.02 -0.05
H 1.4595 5.7034 4.3601 -0.03 -0.02 -0.01
H 1.5993 5.0579 1.9606 -0.03 -0.02 0.03
H 1.1342 2.7503 1.2728 0.05 0.01 0.01
```
Forces are in eV/Å.

DFT (ωB97M-V with the def2-TZVPD basis set) results for a molecular structure, C15H35AlN3O7Si at a distorted geometry.

Summary:
Total charge = -1
Maximum force = 2.366 eV/A
E_tot = -49406.025 eV

```
62
Properties=species:S:1:pos:R:3:forces:R:3
C 4.8577 -3.1136 2.1646 -0.06 0.22 -0.22
Si 3.8366 -3.2794 0.5828 0.00 0.04 -0.64
C 4.8602 -2.9452 -0.9765 -0.16 0.20 0.43
C 3.2678 -5.0899 0.4836 0.31 0.62 0.34
C 2.3647 -2.0819 0.5894 0.04 -1.19 -0.12
O 1.3428 -2.6810 -0.2104 0.02 0.38 -0.50
Al 0.2623 -1.3320 -0.7581 0.78 0.44 0.12
O 1.2062 -0.0837 0.1830 -0.24 -0.40 -0.38
C 2.5424 -0.6187 0.1734 -1.94 0.71 1.16
C 3.3054 0.2229 1.2077 0.45 -0.22 -0.32
C 4.1482 1.3484 0.6243 -0.10 -0.02 0.04
C 5.3723 0.9450 -0.2052 -0.03 0.75 0.00
C 6.4719 0.3338 0.5980 0.46 -1.60 0.25
O 6.7254 -0.8562 0.6918 -0.15 1.54 -0.26
O 7.2608 1.2580 1.2498 -0.39 0.00 -0.79
H 4.2007 -3.2491 3.0234 -0.02 -0.23 0.12
H 5.6611 -3.8483 2.1780 0.02 -0.19 0.12
H 5.3231 -2.1391 2.2794 0.05 0.14 -0.11
H 4.3767 -3.3466 -1.8640 -0.05 -0.20 -0.04
H 4.8976 -1.8670 -1.1027 0.18 0.14 -0.07
H 5.8813 -3.3077 -0.8875 0.13 -0.10 -0.11
H 3.5929 -5.4945 -0.4700 -0.14 -0.16 -0.15
H 3.7625 -5.6432 1.2809 -0.06 -0.22 0.07
H 2.1900 -5.1561 0.5855 -0.14 -0.09 -0.07
H 1.9734 -2.1415 1.6201 0.24 0.69 0.26
H 0.5315 -0.8586 -2.3080 -0.11 -0.20 -0.26
H -1.2626 -1.4907 -0.4483 -0.13 -0.17 -0.03
H 2.8214 -0.4939 -0.8797 1.00 -0.36 0.06
H 3.8673 -0.4183 1.8909 0.32 0.01 -0.06
H 2.5302 0.6941 1.8034 -0.17 -0.07 0.12
H 3.5030 1.9416 -0.0226 -0.09 0.02 -0.12
H 4.4770 2.0293 1.4101 0.07 0.02 0.15
H 5.0980 0.3258 -1.0508 -0.02 -0.47 0.15
H 5.7784 1.8628 -0.6318 0.09 0.08 -0.01
H 8.1279 0.8422 1.2691 0.18 -0.19 0.57
O -3.2785 -0.7218 0.4625 -0.39 0.30 0.13
C -4.3302 -0.1268 0.5876 -0.02 -0.07 -0.14
N -5.5255 -0.7837 0.5231 -0.02 -0.13 0.28
C -4.4121 1.3645 0.8172 -0.20 -0.18 0.02
H -6.4094 -0.3225 0.6050 0.01 0.10 -0.12
H -5.5028 -1.7747 0.3615 0.02 0.00 -0.08
H -3.9397 1.8798 -0.0157 0.05 0.02 0.03
H -3.8826 1.6152 1.7333 0.09 0.04 -0.05
H -5.4413 1.7126 0.8999 0.01 0.05 -0.03
O -5.2032 0.2976 -2.7389 -0.10 0.04 -0.11
C -4.2333 0.0080 -3.4258 0.17 0.00 0.13
N -2.9892 -0.0828 -2.9206 -0.08 0.23 0.14
C -4.3629 -0.2707 -4.9082 0.15 -0.04 -0.03
H -2.1810 -0.3165 -3.4681 0.04 -0.08 0.05
H -2.8558 0.0888 -1.9334 0.11 -0.26 0.06
H -4.7761 0.6095 -5.3979 -0.08 -0.02 0.01
H -5.0426 -1.1089 -5.0518 -0.07 0.05 0.00
H -3.4055 -0.5125 -5.3682 -0.01 -0.01 -0.02
O -4.8562 4.3858 1.6292 0.07 0.11 0.01
C -5.9284 4.9400 1.7286 -0.04 -0.05 0.01
N -6.9838 4.3423 2.3545 0.01 -0.06 0.04
C -6.1858 6.3221 1.1735 -0.22 -0.01 0.07
H -7.8820 4.7741 2.4505 0.00 0.06 -0.04
H -6.8407 3.4221 2.7331 0.01 -0.01 0.01
H -6.0060 6.3079 0.1005 0.09 0.01 0.01
H -5.4956 7.0220 1.6401 0.07 -0.02 -0.06
H -7.2059 6.6606 1.3547 0.01 0.02 -0.01
```
Forces are in eV/Å.

DFT (ωB97M-V with the def2-TZVPD basis set) results for a molecular structure, C16H32ClNiO12 at a distorted geometry.

Summary:
Total charge = +1
Maximum force = 4.395 eV/A
Energy relative to the best compared isomer or geometry (same formula, charge and spin) = 32.11 kcal/mol
E_tot = -95239.052 eV
⟨S²⟩ = 2.0054
Multiplicity = 3

```
62
Properties=species:S:1:pos:R:3:forces:R:3
Ni 0.4336 1.3858 -1.3173 0.31 -0.74 2.98
Cl -0.2120 1.1414 0.9853 0.11 0.23 -1.49
C 1.9752 -2.8516 0.2228 -1.36 0.76 -0.25
C 0.4713 -2.5197 0.4042 0.87 0.32 0.83
O -0.2554 -2.7645 -0.7905 -0.84 0.44 -0.66
C -0.6272 -1.8500 -1.7015 2.18 -1.61 1.30
O -0.2063 -0.6845 -1.7390 -0.79 0.01 -0.56
O -1.3118 -2.5721 -2.5650 -0.47 1.73 -1.42
C -1.6991 -1.9370 -3.8315 -1.03 -0.96 -0.01
H 2.5086 -2.5143 1.1115 0.07 -0.41 0.06
H 2.3878 -2.3169 -0.6328 0.06 -0.10 -0.10
H 1.9900 -3.9293 0.0602 0.62 0.12 0.08
H 0.2071 -1.5417 0.8064 0.44 0.23 -0.28
H 0.1212 -3.2356 1.1478 -0.45 -0.06 -0.27
H -2.0977 -0.9389 -3.6500 0.71 0.09 -0.29
H -2.5246 -2.5057 -4.2597 -0.43 -0.22 0.85
H -1.0018 -2.1551 -4.6404 0.90 0.94 0.56
C 2.4578 3.9416 1.7138 0.13 -1.05 -0.97
C 1.1359 4.5716 1.3706 -0.55 1.09 1.47
O 1.2217 5.2687 0.1332 -0.63 -0.13 -2.64
C 0.9347 4.6102 -1.0008 2.40 2.36 -0.12
O 0.6300 3.4485 -1.0461 -1.05 -2.23 -0.70
O 1.2526 5.3840 -2.0605 0.09 0.05 1.50
C 0.8504 5.1506 -3.4133 -0.85 -0.46 0.00
H 3.2351 4.7057 1.7125 -0.12 0.03 0.68
H 2.7997 3.2544 0.9399 -0.29 -0.14 -0.34
H 2.3999 3.2949 2.5894 0.04 0.69 0.34
H 0.9987 5.3911 2.0761 0.08 0.19 0.02
H 0.1684 4.0779 1.4620 0.53 -0.98 -0.36
H 1.0952 6.0290 -4.0105 -0.06 0.13 0.51
H -0.2283 4.9970 -3.3832 0.00 0.01 -0.42
H 1.3344 4.3146 -3.9184 0.17 -0.26 0.50
C 3.9156 -0.3857 3.1254 0.05 -0.66 -0.54
C 3.2136 0.4137 2.0058 0.33 -0.46 2.67
O 4.1232 0.3711 0.8994 -0.45 0.12 -0.25
C 3.6727 0.6835 -0.2719 0.44 0.66 -2.43
O 2.5193 0.9982 -0.5709 0.13 -0.27 -0.25
O 4.7110 0.6757 -1.1576 -0.32 -0.65 2.52
C 4.5410 0.7564 -2.5274 -1.06 -0.07 -1.95
H 3.3292 -0.4188 4.0436 0.01 0.27 -0.08
H 4.9474 -0.1036 3.3349 -0.21 0.75 0.04
H 4.0665 -1.4210 2.8195 -0.40 -0.20 -0.18
H 3.0542 1.4225 2.3865 0.34 0.14 -0.59
H 2.2063 0.0251 1.8557 0.26 -0.22 -0.84
H 4.1492 1.7296 -2.8232 0.24 0.11 -0.06
H 3.8775 0.0040 -2.9537 -0.59 -0.16 0.52
H 5.4479 0.4987 -3.0744 0.46 0.57 0.69
C -7.2948 -4.6101 0.8781 -0.08 0.56 0.69
C -6.7333 -3.1776 0.7027 -1.94 -1.36 -0.27
O -5.5245 -3.2364 1.4018 3.32 1.38 0.57
C -4.7265 -2.1391 1.4636 0.21 3.33 -0.34
O -5.0564 -0.9585 1.2026 0.87 -3.89 0.67
O -3.4342 -2.4670 1.8796 -2.94 -3.18 -0.74
C -2.4936 -1.5314 2.1415 0.67 4.27 0.60
H -6.8703 -5.2747 0.1257 -0.24 -0.08 0.15
H -8.3833 -4.6431 0.9254 -0.02 0.10 -0.67
H -7.0241 -4.9473 1.8786 0.31 -0.16 -0.08
H -7.4134 -2.4416 1.1314 0.22 0.16 -0.09
H -6.6284 -3.0486 -0.3745 0.44 0.66 0.12
H -2.1353 -0.9628 1.2833 -0.17 -0.31 -0.53
H -1.5930 -1.7204 2.7258 -0.24 -1.76 -0.12
H -2.9082 -0.7410 2.7672 -0.43 0.27 0.02
```
Forces are in eV/Å.

DFT (ωB97M-V with the def2-TZVPD basis set) results for a molecular structure, C16H31NO6Rb at a distorted geometry.

Summary:
Total charge = -1
Maximum force = 4.505 eV/A
Energy relative to the best compared isomer or geometry (same formula, charge and spin) = 102.27 kcal/mol
E_tot = -31521.354 eV

```
55
Properties=species:S:1:pos:R:3:forces:R:3
Rb 0.6425 2.6801 -2.2199 0.08 0.09 -0.04
O 3.9064 7.2080 -5.2897 1.36 0.34 0.79
C 2.7419 6.9607 -5.8893 -4.07 -0.55 -1.85
O 1.9451 6.1285 -5.4488 0.27 -1.73 1.85
O 2.4420 7.6451 -6.8956 1.35 1.16 -0.52
H 4.0805 7.9908 -5.8175 1.01 0.54 -0.04
C -0.9349 0.9892 5.1235 -0.50 0.00 -1.05
C -1.4685 -0.4267 4.7307 -0.83 -2.70 0.55
C -2.6698 -0.7459 5.7489 -1.15 0.38 -0.84
C -3.5323 -2.0106 5.5196 0.66 -0.28 -2.83
C -4.0275 -2.1531 4.0000 0.44 -0.17 1.82
C -3.0257 -1.7633 2.8791 0.64 0.51 1.52
N -2.0426 -0.6651 3.3004 -0.70 1.47 0.47
O -1.3031 -0.0915 2.2037 -0.24 -0.87 1.02
C -3.9543 -1.4012 1.7098 0.91 0.94 -0.95
C -2.2783 -3.0807 2.5388 -0.18 0.52 0.00
C -0.3080 -1.4555 5.0249 -0.04 0.00 -0.86
H -0.1712 1.3427 4.4308 -0.17 -0.11 -0.28
H -0.4820 1.0665 6.1120 0.00 -0.82 0.20
H -1.7321 1.7310 5.1718 -0.22 0.01 -0.44
H -3.3177 0.1137 5.5769 -0.30 0.16 0.15
H -2.4677 -0.7558 6.8199 0.90 0.29 0.02
H -4.4535 -2.1589 6.0831 0.26 0.59 0.62
H -2.9043 -2.8810 5.7097 0.07 -0.19 0.17
H -5.0323 -1.7424 3.9013 0.23 1.01 -0.09
H -4.2922 -3.2043 3.8854 0.31 -0.39 -0.14
H -4.5976 -0.5291 1.8268 -0.26 -0.14 0.92
H -4.5424 -2.2783 1.4395 -0.14 0.00 0.04
H -3.4150 -1.0525 0.8291 0.58 -0.52 -0.11
H -1.8244 -3.4588 3.4548 0.22 -0.02 -0.09
H -1.5297 -2.9140 1.7642 0.07 0.01 0.09
H -3.0135 -3.8199 2.2210 0.05 -0.19 -0.27
H 0.3921 -1.4316 4.1898 0.00 0.14 -0.23
H -0.6683 -2.4835 5.0635 -0.29 -0.01 -0.02
H 0.3057 -1.3300 5.9169 -0.25 0.50 0.36
C -2.0318 -2.4080 -5.2900 -0.17 -1.78 0.35
C -1.2650 -1.6262 -6.2498 1.72 2.63 -1.19
O -0.8121 -0.5185 -5.9742 -0.32 -1.18 -0.21
C -1.1248 -2.2213 -7.6690 -0.67 0.13 1.45
H -1.7084 -2.2956 -4.2552 -0.41 0.54 -0.11
H -1.8438 -3.4521 -5.5405 -0.19 -0.25 0.17
H -3.0950 -2.2698 -5.4865 -0.09 0.23 0.43
H -1.1239 -3.2958 -7.4861 0.25 -0.06 -0.77
H -0.3073 -1.8372 -8.2791 -0.05 -0.05 0.37
H -2.0803 -1.9469 -8.1159 -0.05 -0.18 -0.41
C 7.3455 3.4172 -1.7582 -0.31 0.21 -0.02
C 6.3758 2.2631 -1.8543 1.90 -1.49 -0.97
O 5.2977 2.2963 -1.3564 -1.53 0.33 0.66
C 6.7825 0.9375 -2.6188 -0.87 0.57 0.17
H 7.0005 4.1213 -1.0010 0.06 -0.22 0.17
H 7.2967 3.9848 -2.6875 0.20 -0.15 -0.27
H 8.3725 3.1041 -1.5707 -0.07 -0.04 -0.10
H 5.8488 0.3866 -2.7323 -0.07 0.08 -0.04
H 7.4259 0.2526 -2.0665 0.33 0.45 0.21
H 7.1794 1.0854 -3.6231 0.25 0.28 0.14
```
Forces are in eV/Å.

> Which of these has the lowest total charge?

C41H36FeN8O3S4

> Among the records above, which one has the highest E_tot?

C5H7N

> The lowest E_tot belongs to which entry?

C41H36FeN8O3S4

> Which formula does entry 2 have?

C41H36FeN8O3S4